1.
DFT (ωB97M-V/def2-TZVPD) results for a cluster of 2 separate species, C5H14 in total in a non-equilibrium geometry.

The geometry in XYZ format:
```
19
Properties=species:S:1:pos:R:3:mulliken_charge:R:1
C -0.40 1.03 -1.62 -0.856
C -1.22 -0.21 -1.79 -0.240
C -1.76 -0.75 -0.42 -1.099
H -1.02 1.83 -2.08 0.283
H 0.59 0.96 -2.09 0.235
H -0.39 1.32 -0.59 0.163
H -2.10 -0.01 -2.44 0.266
H -0.83 -1.09 -2.32 0.336
H -2.89 -0.83 -0.65 0.315
H -1.69 -1.85 -0.45 0.270
H -1.55 -0.26 0.49 0.311
C 1.33 -0.70 1.92 -0.711
C 2.00 0.63 1.52 -0.791
H 1.30 -1.47 1.17 0.277
H 1.96 -1.14 2.76 0.275
H 0.29 -0.54 2.18 0.186
H 2.70 0.54 0.66 0.233
H 2.46 1.13 2.37 0.356
H 1.23 1.40 1.38 0.189
```

Values from the calculation:
Energy above the lowest of the compared OMol25 structures with the same formula, charge and spin (kcal per mole): 31.28
Structure (SMILES): CCC.CC
Orbital gap (eV): 11.632
LUMO (eV): 1.2
Energy (eV): -5410.693



2.
DFT (ωB97M-V/def2-TZVPD) results for a cluster of 2 separate species, C5H14 in total in a non-equilibrium geometry.

The geometry in XYZ format:
```
19
Properties=species:S:1:pos:R:3:mulliken_charge:R:1
C -1.16 1.94 1.07 -1.052
C -0.55 0.90 2.03 -0.235
C -0.79 -0.49 1.51 -0.827
H -2.35 1.62 1.00 0.221
H -0.81 2.01 0.07 0.347
H -1.09 2.86 1.70 0.296
H 0.59 1.18 2.03 0.232
H -1.09 1.15 2.97 0.302
H 0.04 -0.73 0.79 0.023
H -0.89 -1.03 2.40 0.341
H -1.71 -0.79 0.99 0.343
C 1.86 -0.99 -1.77 -0.907
C 0.56 -1.29 -2.63 -0.783
H 1.80 0.09 -1.36 0.195
H 2.04 -1.65 -1.02 0.354
H 2.70 -0.91 -2.49 0.327
H 0.70 -2.26 -3.05 0.290
H 0.56 -0.56 -3.43 0.307
H -0.10 -1.40 -1.86 0.226
```

Values from the calculation:
Energy above the lowest of the compared OMol25 structures with the same formula, charge and spin (kcal per mole): 41.26
Structure (SMILES): CCC.CC
Orbital gap (eV): 11.847
LUMO (eV): 1.1
Energy (eV): -5410.260



3.
DFT (ωB97M-V/def2-TZVPD) results for a cluster of 2 separate species, C5H14 in total in a non-equilibrium geometry.

The geometry in XYZ format:
```
19
Properties=species:S:1:pos:R:3:mulliken_charge:R:1
C -2.76 -1.94 0.42 -1.000
C -1.91 -0.78 -0.29 -0.216
C -0.37 -0.98 -0.29 -0.966
H -2.94 -2.80 -0.30 0.263
H -2.28 -2.34 1.37 0.273
H -3.77 -1.61 0.72 0.312
H -2.17 0.10 0.34 0.204
H -1.93 -0.68 -1.35 0.273
H 0.00 -0.18 -0.92 0.230
H -0.01 -2.00 -0.60 0.334
H 0.12 -0.75 0.60 0.269
C 2.56 1.62 -0.74 -0.703
C 1.88 1.84 0.70 -0.760
H 1.98 0.91 -1.33 0.240
H 2.75 2.69 -1.07 0.240
H 3.55 1.14 -0.71 0.258
H 1.19 2.72 0.88 0.282
H 1.42 0.85 1.16 0.150
H 2.69 2.19 1.39 0.317
```

Values from the calculation:
Energy above the lowest of the compared OMol25 structures with the same formula, charge and spin (kcal per mole): 34.97
Structure (SMILES): CCC.CC
Orbital gap (eV): 12.386
LUMO (eV): 1.1
Energy (eV): -5410.533



4.
DFT (ωB97M-V/def2-TZVPD) results for a cluster of 2 separate species, C5H14 in total in a non-equilibrium geometry.

The geometry in XYZ format:
```
19
Properties=species:S:1:pos:R:3:mulliken_charge:R:1
C 1.86 -0.23 0.18 -0.918
C 0.89 -1.23 0.72 0.013
C 0.71 -1.20 2.22 -1.175
H 2.86 -0.70 0.12 0.289
H 1.78 0.57 1.03 0.246
H 1.63 0.02 -0.91 0.303
H -0.06 -1.29 0.14 0.076
H 1.12 -2.29 0.34 0.267
H 0.13 -0.28 2.55 0.308
H -0.03 -2.14 2.43 0.269
H 1.58 -1.23 2.87 0.334
C -1.79 2.02 -1.58 -0.972
C -1.52 0.56 -1.46 -0.450
H -2.79 2.32 -1.33 0.301
H -1.04 2.71 -1.15 0.286
H -1.78 2.46 -2.59 0.301
H -0.44 0.26 -1.54 0.034
H -2.19 -0.10 -2.04 0.305
H -1.62 0.13 -0.44 0.184
```

Values from the calculation:
Energy above the lowest of the compared OMol25 structures with the same formula, charge and spin (kcal per mole): 34.76
Structure (SMILES): CCC.CC
Orbital gap (eV): 11.623
LUMO (eV): 1.1
Energy (eV): -5410.542



5.
DFT (ωB97M-V/def2-TZVPD) results for a cluster of 2 separate species, C5H14 in total in a non-equilibrium geometry.

The geometry in XYZ format:
```
19
Properties=species:S:1:pos:R:3:mulliken_charge:R:1
C -1.78 0.45 -1.52 -1.155
C -1.21 -0.71 -0.81 -0.059
C 0.08 -1.28 -1.32 -1.117
H -1.99 0.38 -2.52 0.426
H -1.24 1.30 -1.18 0.302
H -2.81 0.51 -0.96 0.253
H -1.04 -0.49 0.32 0.342
H -2.03 -1.63 -0.81 0.281
H 0.91 -0.71 -0.83 0.161
H 0.22 -2.29 -1.37 0.370
H 0.13 -1.15 -2.34 0.397
C 1.93 1.36 1.82 -0.809
C 0.97 0.13 1.65 -0.235
H 1.30 2.32 1.67 0.240
H 2.35 1.37 2.79 0.309
H 2.73 1.23 1.02 0.245
H 1.17 -0.86 2.02 0.466
H 0.28 0.01 0.78 -0.708
H 0.12 0.38 2.43 0.292
```

Values from the calculation:
Energy above the lowest of the compared OMol25 structures with the same formula, charge and spin (kcal per mole): 50.94
Structure (SMILES): CCC.CC
Orbital gap (eV): 11.860
LUMO (eV): 1.1
Energy (eV): -5409.841



6.
DFT (ωB97M-V/def2-TZVPD) results for a cluster of 2 separate species, C5H14 in total in a non-equilibrium geometry.

The geometry in XYZ format:
```
19
Properties=species:S:1:pos:R:3:mulliken_charge:R:1
C 1.06 -1.14 -0.93 -1.130
C 1.92 -0.72 0.25 -0.153
C 1.91 -1.72 1.40 -1.084
H 1.43 -0.71 -1.86 0.335
H 1.14 -2.21 -1.13 0.352
H 0.02 -0.93 -0.69 0.239
H 2.95 -0.52 -0.07 0.315
H 1.56 0.25 0.63 0.201
H 1.89 -1.27 2.39 0.319
H 1.11 -2.44 1.26 0.320
H 2.81 -2.35 1.34 0.275
C -2.31 1.63 -1.09 -0.737
C -2.37 1.83 0.41 -0.769
H -3.21 1.86 -1.65 0.305
H -1.60 2.38 -1.48 0.246
H -1.73 0.76 -1.41 0.203
H -2.78 2.78 0.74 0.308
H -1.38 1.69 0.87 0.193
H -2.95 1.06 0.95 0.262
```

Values from the calculation:
Energy above the lowest of the compared OMol25 structures with the same formula, charge and spin (kcal per mole): 10.92
Structure (SMILES): CCC.CC
Orbital gap (eV): 12.312
LUMO (eV): 1.1
Energy (eV): -5411.576